Record 1
The following is a DFT calculation (the ωB97M-V functional and the def2-TZVPD basis) of a 2-piece molecular cluster, C4H11N3 overall in a non-equilibrium geometry.

Its frontier orbital gap is 9.80 eV. Its maximum force is 1.014 eV/A. Its total energy is -323.240188 Ha. Its SMILES is [H]/N=C(\C)NC.C=N. For the HOMO energy, the calculation gives -8.76 eV.

ORCA input file:
```
! RIJCOSX wB97M-V def2-TZVPD def2/J DEFGRID3
* xyz 0 1
H 0.18 1.23 1.87
N -0.44 0.60 1.38
C -0.39 0.72 0.11
C 0.49 1.67 -0.67
N -1.14 -0.11 -0.67
C -2.17 -0.95 -0.12
H 0.99 2.36 0.00
H 1.24 1.10 -1.22
H -0.12 2.25 -1.38
H -1.19 0.10 -1.66
H -2.17 -1.91 -0.63
H -3.16 -0.50 -0.22
H -1.94 -1.08 0.93
C 1.66 -1.36 0.44
N 2.52 -0.58 -0.04
H 1.03 -1.89 -0.26
H 1.49 -1.56 1.50
H 3.10 -0.11 0.65
*
```

Results of the natural (NBO) charge analysis, in e, for atoms 1 through 5: atom 1 (H): 0.34, atom 2 (N): -0.78, atom 3 (C): 0.47, atom 4 (C): -0.69, atom 5 (N): -0.62

***

Record 2
The following is a DFT calculation (the ωB97M-V functional and the def2-TZVPD basis) of a 2-piece molecular cluster, C4H11N3 overall in a non-equilibrium geometry.

Its frontier orbital gap is 8.86 eV. Its maximum force is 4.549 eV/A. Its total energy is -322.509900 Ha. For the HOMO energy, the calculation gives -16.98 eV.

ORCA input file:
```
! RIJCOSX wB97M-V def2-TZVPD def2/J DEFGRID3
* xyz 2 1
C -1.53 1.14 -0.31
C 1.43 -1.05 -0.68
C -3.53 0.56 1.03
C 3.04 -0.97 1.15
N -2.65 0.44 0.08
N -1.36 1.75 -1.41
N 2.58 -0.86 -0.18
H 0.75 -1.29 0.01
H 1.09 -0.95 -1.76
H -4.20 -0.20 1.23
H -3.70 1.50 1.51
H 3.59 -0.10 1.48
H 2.21 -1.10 1.83
H 3.88 -1.83 1.26
H -2.54 -0.49 -0.48
H -0.42 2.06 -1.65
H -1.95 1.92 -2.23
H 3.33 -0.55 -0.87
*
```

Results of the natural (NBO) charge analysis, in e, for atoms 1 through 5: atom 1 (C): 0.28, atom 2 (C): 0.11, atom 3 (C): 0.08, atom 4 (C): -0.47, atom 5 (N): -0.49

***

Record 3
The following is a DFT calculation (the ωB97M-V functional and the def2-TZVPD basis) of a 2-piece molecular cluster, C4H11N3O overall in a non-equilibrium geometry.

Its frontier orbital gap (spin up / spin down) is 8.26 / 8.26 eV. Its maximum force is 3.725 eV/A. Its total energy is -398.418888 Ha. For the HOMO energy (spin up / spin down), the calculation gives -7.34 / -7.34 eV.

ORCA input file:
```
! RIJCOSX wB97M-V def2-TZVPD def2/J DEFGRID3
* xyz 0 1
C -0.90 -0.21 1.11
C 1.62 -1.70 -0.91
C -0.22 0.71 2.06
N 1.04 -0.74 -0.01
N -0.16 -1.05 0.38
N 0.02 1.49 -1.12
C -1.34 1.21 -1.15
O -1.80 0.19 -1.67
H -0.69 -1.75 -0.17
H -1.91 -0.53 1.31
H 0.34 2.41 -0.87
H 0.70 0.75 -1.26
H -1.92 2.16 -1.16
H 2.69 -1.52 -0.96
H 1.42 -2.73 -0.60
H 1.22 -1.58 -1.93
H 0.81 0.43 2.26
H -0.74 0.73 3.02
H -0.18 1.72 1.65
*
```

Results of the natural (NBO) charge analysis, in e, for atoms 1 through 5: atom 1 (C): -0.04, atom 2 (C): -0.46, atom 3 (C): -0.67, atom 4 (N): -0.43, atom 5 (N): -0.21

***

Record 4
The following is a DFT calculation (the ωB97M-V functional and the def2-TZVPD basis) of the molecule C4H11N3O in a non-equilibrium geometry.

Its frontier orbital gap is 10.11 eV. Its maximum force is 3.493 eV/A. Its total energy is -398.470435 Ha. Its SMILES is CCNC(=O)N(C)N. For the HOMO energy, the calculation gives -9.21 eV.

ORCA input file:
```
! RIJCOSX wB97M-V def2-TZVPD def2/J DEFGRID3
* xyz 0 1
C 2.09 -0.04 0.99
C 1.70 0.48 -0.40
N 0.48 1.26 -0.39
C -0.76 0.91 0.00
O -1.35 1.91 0.48
N -1.32 -0.33 -0.04
C -0.86 -1.39 -0.91
N -2.70 -0.40 0.28
H 2.22 0.79 1.68
H 1.32 -0.70 1.38
H 3.03 -0.60 0.93
H 2.49 1.12 -0.79
H 1.60 -0.37 -1.09
H 0.25 2.29 0.07
H 0.10 -1.79 -0.56
H -1.61 -2.18 -0.89
H -0.72 -1.04 -1.94
H -2.79 -0.33 1.29
H -3.17 0.42 -0.10
*
```

Results of the natural (NBO) charge analysis, in e, for atoms 1 through 5: atom 1 (C): -0.62, atom 2 (C): -0.22, atom 3 (N): -0.66, atom 4 (C): 0.75, atom 5 (O): -0.72

***

Record 5
The following is a DFT calculation (the ωB97M-V functional and the def2-TZVPD basis) of the molecule C4H11N3O in a non-equilibrium geometry.

Its frontier orbital gap is 8.15 eV. Its maximum force is 5.343 eV/A. Its total energy is -398.360332 Ha. Its SMILES is CC(C)(N)[C@H](N)N=O. For the HOMO energy, the calculation gives -8.00 eV.

ORCA input file:
```
! RIJCOSX wB97M-V def2-TZVPD def2/J DEFGRID3
* xyz 0 1
C -0.54 1.42 0.50
C -0.25 0.17 -0.33
C -0.03 0.48 -1.80
N -1.69 -0.87 -0.26
C 0.70 -0.80 0.27
N 0.46 -1.24 1.59
N 2.24 0.16 0.11
O 2.66 0.56 1.16
H 0.36 2.03 0.63
H -1.29 2.05 0.01
H -0.92 1.17 1.49
H 0.19 -0.43 -2.37
H -0.92 0.94 -2.24
H 0.81 1.17 -1.95
H -2.10 -0.70 0.66
H -1.73 -1.43 -1.11
H 0.92 -1.64 -0.38
H 0.14 -2.20 1.65
H 0.98 -0.85 2.37
*
```

Results of the natural (NBO) charge analysis, in e, for atoms 1 through 5: atom 1 (C): -0.65, atom 2 (C): 0.14, atom 3 (C): -0.64, atom 4 (N): -0.99, atom 5 (C): 0.04

***

Record 6
The following is a DFT calculation (the ωB97M-V functional and the def2-TZVPD basis) of the molecule C4H11N3O in a non-equilibrium geometry.

Its frontier orbital gap is 10.00 eV. Its maximum force is 1.196 eV/A. Its total energy is -398.515301 Ha. Its SMILES is NCCNC(=O)CN. For the HOMO energy, the calculation gives -9.13 eV.

ORCA input file:
```
! RIJCOSX wB97M-V def2-TZVPD def2/J DEFGRID3
* xyz 0 1
N 0.57 -0.19 2.88
C 1.52 -0.24 1.77
C 0.81 0.16 0.49
N -0.24 -0.76 0.13
C -0.91 -0.81 -1.04
O -1.88 -1.54 -1.20
C -0.60 0.19 -2.15
N -1.69 1.16 -2.12
H 0.59 0.69 3.37
H 0.52 -0.97 3.51
H 2.26 0.54 1.90
H 1.87 -1.27 1.72
H 1.51 0.33 -0.34
H 0.39 1.17 0.64
H -0.61 -1.40 0.82
H 0.35 0.71 -2.06
H -0.51 -0.41 -3.06
H -2.50 0.70 -2.54
H -1.46 1.94 -2.72
*
```

Results of the natural (NBO) charge analysis, in e, for atoms 1 through 5: atom 1 (N): -0.87, atom 2 (C): -0.22, atom 3 (C): -0.22, atom 4 (N): -0.61, atom 5 (C): 0.68

***

Record 7
The following is a DFT calculation (the ωB97M-V functional and the def2-TZVPD basis) of the molecule C4H11N3O.

Its frontier orbital gap is 8.58 eV. Its maximum force is 0.574 eV/A. Its total energy is -398.498976 Ha. Its SMILES is CNC/C(N)=C(\N)O. For the HOMO energy, the calculation gives -7.72 eV.

ORCA input file:
```
! RIJCOSX wB97M-V def2-TZVPD def2/J DEFGRID3
* xyz 0 1
C -1.73 -1.38 0.35
N -0.67 -1.19 1.32
C -0.04 0.13 1.26
C 0.83 0.39 0.06
N 2.22 -0.01 0.11
C 0.43 0.93 -1.10
N -0.86 1.33 -1.42
O 1.31 1.11 -2.12
H -1.42 -1.21 -0.69
H -2.12 -2.39 0.45
H -2.54 -0.68 0.59
H 0.04 -1.90 1.18
H -0.85 0.87 1.33
H 0.57 0.22 2.17
H 2.70 0.46 0.87
H 2.30 -1.01 0.27
H -0.88 1.98 -2.19
H -1.43 1.61 -0.64
H 2.15 0.74 -1.80
*
```

Results of the natural (NBO) charge analysis, in e, for atoms 1 through 5: atom 1 (C): -0.42, atom 2 (N): -0.62, atom 3 (C): -0.25, atom 4 (C): -0.12, atom 5 (N): -0.86

***

Record 8
The following is a DFT calculation (the ωB97M-V functional and the def2-TZVPD basis) of a 2-piece molecular cluster, C4H11N3O overall.

Its frontier orbital gap is 8.84 eV. Its maximum force is 0.675 eV/A. Its total energy is -398.505634 Ha. Its SMILES is CC(N)=O.N/C=C/N. For the HOMO energy, the calculation gives -8.09 eV.

ORCA input file:
```
! RIJCOSX wB97M-V def2-TZVPD def2/J DEFGRID3
* xyz 0 1
C 0.37 -1.45 1.38
C 0.43 -0.47 2.52
N 1.66 -0.36 3.11
O -0.51 0.16 2.95
H 0.69 -2.44 1.72
H 0.98 -1.13 0.54
H -0.66 -1.59 1.05
H 1.78 0.26 3.89
H 2.51 -0.62 2.65
N -0.76 -1.29 -2.49
C -0.97 0.09 -2.64
C -0.11 1.04 -2.27
N -0.38 2.41 -2.51
H -1.53 -1.88 -2.74
H -0.44 -1.57 -1.58
H -1.91 0.37 -3.09
H 0.82 0.74 -1.77
H 0.16 2.82 -3.26
H -0.14 2.94 -1.68
*
```

Results of the natural (NBO) charge analysis, in e, for atoms 1 through 5: atom 1 (C): -0.72, atom 2 (C): 0.67, atom 3 (N): -0.83, atom 4 (O): -0.60, atom 5 (H): 0.23

***

What is the maximum force in the third record?
3.725 eV/A